[1]
Below is a structure of composition C57H63ClIInN5O3S4Te, with properties calculated with wB97M-V/def2-TZVPD.

The geometry in XYZ format:
```
136
Properties=species:S:1:pos:R:3
In 1.44 -0.14 0.25
Cl 3.76 7.05 1.87
C 3.07 5.60 1.15
C 2.24 5.73 0.07
C 1.71 4.60 -0.55
I 0.40 4.89 -2.16
C 1.99 3.27 -0.16
O 1.54 2.25 -0.75
C 2.89 3.17 0.99
N 3.22 1.92 1.40
C 3.99 1.77 2.44
C 4.53 2.84 3.16
C 4.24 4.11 2.76
C 3.41 4.32 1.65
H 1.99 6.72 -0.29
H 4.19 0.75 2.75
H 5.16 2.65 4.02
H 4.63 4.97 3.29
S 0.10 1.74 3.50
C -0.39 0.22 4.24
C -1.45 0.30 5.16
C -1.84 -0.79 5.90
C -1.18 -2.00 5.70
C -0.15 -2.10 4.79
C 0.30 -0.99 4.04
S 1.70 -1.18 3.02
H -1.94 1.26 5.28
H -2.65 -0.71 6.62
H -1.48 -2.88 6.27
H 0.37 -3.04 4.64
C 0.47 -1.82 -1.73
C 0.80 -3.18 -1.75
C 1.83 -3.68 -2.59
C 2.11 -5.02 -2.67
C 1.39 -5.94 -1.88
C 0.41 -5.46 -1.00
C 0.12 -4.13 -0.93
C 1.63 -7.34 -2.02
N 1.82 -8.47 -2.15
H -0.43 -1.48 -1.24
H 0.94 -1.16 -2.45
H 2.39 -2.97 -3.19
H 2.89 -5.39 -3.32
H -0.12 -6.18 -0.37
H -0.64 -3.76 -0.25
C -6.66 -0.38 4.33
C -5.87 -0.41 3.04
C -4.78 -1.25 2.89
C -4.03 -1.29 1.72
C -2.90 -2.27 1.62
C -4.41 -0.46 0.65
Te -3.32 -0.57 -1.17
N -1.21 0.32 0.29
C -1.20 1.28 1.06
O 0.03 1.50 1.87
C -2.18 2.43 1.11
C -2.53 3.15 2.25
C -3.39 4.23 2.16
C -3.92 4.62 0.94
C -3.59 3.90 -0.20
C -2.73 2.81 -0.11
C -5.13 -1.16 -2.23
C -5.48 -0.41 -3.36
C -6.60 -0.69 -4.12
C -7.43 -1.74 -3.76
C -7.09 -2.52 -2.66
C -5.95 -2.26 -1.90
C -5.60 -3.18 -0.76
C -5.51 0.41 0.78
C -5.96 1.34 -0.31
C -6.22 0.41 1.98
H -6.26 -1.10 5.05
H -7.71 -0.61 4.15
H -6.62 0.62 4.78
H -4.48 -1.89 3.71
H -2.69 -2.71 2.60
H -1.99 -1.80 1.26
H -3.15 -3.08 0.93
H -2.13 2.87 3.21
H -3.66 4.77 3.07
H -4.58 5.48 0.87
H -3.99 4.19 -1.16
H -2.45 2.27 -1.00
H -4.84 0.43 -3.63
H -6.84 -0.08 -4.98
H -8.32 -1.96 -4.33
H -7.72 -3.36 -2.39
H -6.16 -4.11 -0.82
H -5.81 -2.71 0.21
H -4.53 -3.41 -0.77
H -5.12 1.74 -0.86
H -6.53 2.17 0.12
H -6.60 0.82 -1.02
H -7.07 1.07 2.08
C 2.00 2.27 -5.76
N 1.89 2.14 -4.31
C 0.67 1.46 -3.90
C 3.06 1.81 -3.64
S 3.27 0.34 -2.89
N 4.02 2.77 -3.66
C 3.76 4.14 -4.08
C 5.29 2.59 -2.99
H 1.89 1.29 -6.24
H 2.97 2.68 -6.04
H 1.22 2.93 -6.13
H -0.17 2.05 -4.25
H 0.63 1.41 -2.82
H 0.60 0.45 -4.32
H 2.70 4.29 -4.26
H 4.33 4.38 -4.98
H 4.07 4.82 -3.29
H 5.51 1.53 -2.90
H 5.26 3.03 -1.99
H 6.07 3.08 -3.57
C 7.10 0.79 0.73
C 6.53 -0.57 0.33
C 5.03 -0.46 0.09
S 4.34 -1.88 -0.83
O 5.46 -2.42 -1.67
C 4.26 -2.97 0.63
C 3.73 -4.34 0.25
C 3.84 -5.33 1.41
H 8.15 0.70 1.02
H 6.55 1.22 1.57
H 7.04 1.50 -0.10
H 6.73 -1.29 1.12
H 7.00 -0.94 -0.58
H 4.80 0.42 -0.53
H 4.46 -0.38 1.01
H 3.60 -2.49 1.35
H 5.28 -3.04 1.03
H 4.29 -4.72 -0.61
H 2.69 -4.25 -0.04
H 4.88 -5.51 1.69
H 3.39 -6.29 1.14
H 3.31 -4.95 2.29
```

The expectation value of S² is 0.782. The value obtained for the orbital gap (spin up / spin down) is 0.1784 / 0.1953 Eh. Its energy above the lowest of the compared OMol25 structures with the same formula, charge and spin is 0.589 eV. Its charge is -2. Its spin multiplicity is 2. Its highest occupied orbital energy (spin up / spin down) is -1.42 / -1.96 eV.

[2]
Below is a cluster of 2 separate species, C6H8Cl2NO in total, with properties calculated with wB97M-V/def2-TZVPD.

The geometry in XYZ format:
```
18
Properties=species:S:1:pos:R:3
C -1.28 0.24 3.32
C -0.62 0.13 2.18
C 0.61 1.01 -2.21
C -1.05 0.75 0.97
C -0.50 0.57 -1.39
C 2.13 -2.00 -0.66
N -0.45 0.54 -0.10
O -1.45 -0.09 -2.04
Cl 0.52 1.35 -3.86
Cl 2.06 -1.26 -2.19
H -0.88 -0.24 4.16
H -1.99 1.09 3.64
H 0.19 -0.64 2.22
H 1.46 1.47 -1.75
H -1.82 1.53 1.00
H 1.40 -2.62 -0.38
H 2.87 -1.69 0.04
H -1.21 -0.14 -2.94
```

The value obtained for the orbital gap (spin up / spin down) is 0.2242 / 0.3041 Eh. Its energy above the lowest of the compared OMol25 structures with the same formula, charge and spin is 3.098 eV. Its charge is +1. Its highest occupied orbital energy (spin up / spin down) is -12.08 / -12.92 eV.

[3]
Below is a structure of composition C22H8Cl5N6O8S6W, with properties calculated with wB97M-V/def2-TZVPD.

The geometry in XYZ format:
```
56
Properties=species:S:1:pos:R:3
W 0.46 0.18 -0.35
N -2.99 -0.77 0.21
C -2.76 0.10 -0.77
N -1.57 0.59 -1.13
C -1.70 1.41 -2.25
C -2.95 1.56 -2.72
S -4.06 0.65 -1.77
C -0.46 1.97 -2.73
C -0.26 2.82 -3.75
S 1.39 3.32 -3.79
C 1.72 2.35 -2.40
N 0.68 1.62 -2.00
N 2.92 2.38 -1.82
H -2.29 -0.87 0.94
H -3.94 -0.94 0.49
H -3.28 2.13 -3.57
H -0.98 3.22 -4.45
H 3.61 3.03 -2.17
H 3.01 2.13 -0.84
O 6.69 -2.89 0.79
C 5.66 -2.34 0.60
S 5.03 -1.97 -1.04
C 3.57 -1.23 -0.47
C 3.36 -1.16 0.89
S 1.91 -0.52 1.46
S 4.56 -1.83 1.93
S 2.41 -0.60 -1.53
Cl -0.36 -2.71 2.08
C -0.54 -2.95 0.38
C -0.26 -1.94 -0.56
C -0.49 -2.31 -1.88
Cl -0.16 -1.12 -3.11
C -0.95 -3.55 -2.31
Cl -1.20 -3.87 -3.97
C -1.21 -4.52 -1.35
Cl -1.78 -6.06 -1.82
C -1.00 -4.22 -0.01
Cl -1.31 -5.42 1.17
O -2.24 0.82 2.60
C -1.12 0.97 2.18
O -0.60 0.08 1.30
C -0.16 2.00 2.63
C -0.24 2.49 3.92
C 0.74 3.37 4.35
C 1.81 3.72 3.54
C 1.87 3.19 2.27
C 0.86 2.37 1.75
O 0.82 2.01 0.49
N 3.05 3.49 1.46
O 3.47 4.61 1.45
O 3.55 2.54 0.87
N 0.68 3.92 5.71
O -0.27 3.58 6.40
O 1.57 4.67 6.05
H -1.04 2.20 4.58
H 2.58 4.39 3.91
```

The value obtained for the orbital gap (spin up / spin down) is 0.2260 / 0.2156 Eh. Its energy above the lowest of the compared OMol25 structures with the same formula, charge and spin is 0.000 eV. Its charge is +1. Its highest occupied orbital energy (spin up / spin down) is -11.12 / -11.25 eV.

[4]
Below is a structure of composition C33H38KN6O6S, with properties calculated with wB97M-V/def2-TZVPD.

The geometry in XYZ format:
```
85
Properties=species:S:1:pos:R:3
K 1.82 -0.23 -0.67
C 1.06 -3.05 -2.02
C 0.91 -3.38 -0.57
C 0.09 -4.43 -0.15
C -0.16 -4.58 1.20
C 0.45 -3.73 2.10
C 1.33 -2.76 1.60
N 1.54 -2.60 0.30
C 2.02 -1.85 2.55
C 2.33 -2.29 3.84
C 2.87 -1.38 4.73
C 3.10 -0.08 4.31
C 2.81 0.26 2.99
N 2.29 -0.61 2.14
C 3.12 1.62 2.46
C 3.46 2.67 3.31
C 3.83 3.88 2.75
C 3.85 4.01 1.37
C 3.46 2.92 0.59
C 3.42 3.04 -0.90
N 3.10 1.76 1.14
H 0.65 -3.84 -2.65
H 2.10 -2.86 -2.29
H 0.52 -2.12 -2.20
H -0.38 -5.08 -0.87
H -0.83 -5.36 1.56
H 0.21 -3.76 3.15
H 2.17 -3.32 4.12
H 3.12 -1.69 5.74
H 3.52 0.64 5.00
H 3.44 2.57 4.38
H 4.11 4.72 3.38
H 4.14 4.94 0.90
H 4.07 3.84 -1.25
H 2.39 3.26 -1.21
H 3.70 2.09 -1.36
N 0.67 0.95 -3.00
C 1.31 0.55 -4.26
C 2.83 0.62 -4.14
C 3.34 -0.39 -3.08
O 3.33 -1.59 -3.42
O 3.70 0.09 -1.98
H -0.30 0.66 -2.95
H 0.72 1.96 -2.87
H 0.98 1.16 -5.11
H 1.04 -0.48 -4.47
H 3.15 1.63 -3.87
H 3.26 0.36 -5.11
C -2.04 3.85 -2.03
N -2.22 2.97 -0.89
C -2.83 1.69 -1.24
C -1.34 3.04 0.17
S 0.02 4.02 0.16
N -1.69 2.37 1.29
C -0.73 2.09 2.34
C -3.06 1.97 1.57
H -3.01 4.00 -2.51
H -1.36 3.41 -2.77
H -1.63 4.80 -1.71
H -2.66 1.50 -2.31
H -3.91 1.69 -1.07
H -2.36 0.88 -0.69
H 0.27 2.25 1.97
H -0.83 1.05 2.65
H -0.90 2.76 3.20
H -3.75 2.56 0.97
H -3.25 2.17 2.63
H -3.23 0.90 1.39
O -0.84 -1.05 1.87
C -1.12 -1.01 0.66
O -0.48 -0.47 -0.27
C -2.45 -1.68 0.25
C -3.37 -2.05 1.22
C -4.60 -2.62 0.88
C -4.85 -2.80 -0.46
O -5.97 -3.33 -1.06
C -5.73 -3.28 -2.45
O -4.44 -2.74 -2.67
C -3.93 -2.44 -1.43
C -2.72 -1.88 -1.10
H -3.11 -1.88 2.26
H -5.32 -2.93 1.63
H -6.48 -2.65 -2.93
H -5.79 -4.29 -2.87
H -1.99 -1.60 -1.85
```

The value obtained for the orbital gap is 0.2834 Eh. Its energy above the lowest of the compared OMol25 structures with the same formula, charge and spin is 0.239 eV. Its charge is -1. Its highest occupied orbital energy is -5.33 eV.

[5]
Below is a structure of composition C43H33Br2Cl2GeN3O3SSbV, with properties calculated with wB97M-V/def2-TZVPD.

The geometry in XYZ format:
```
90
Properties=species:S:1:pos:R:3
V 0.89 0.17 -0.05
Br 3.65 2.91 3.92
C 2.27 2.85 2.48
Br 0.95 4.24 2.72
H 1.85 1.89 2.57
H 2.73 2.95 1.51
S -0.36 2.41 -0.40
Sb -0.80 1.55 -2.48
C -0.72 3.32 -3.72
C -1.56 4.44 -3.47
C -1.43 5.64 -4.07
C -0.53 5.84 -5.12
C 0.33 4.80 -5.38
C 0.29 3.61 -4.65
C 0.79 0.58 -3.47
C 0.69 -0.56 -4.23
C 1.80 -1.12 -4.86
C 3.08 -0.67 -4.53
C 3.18 0.48 -3.75
C 2.03 1.16 -3.23
C -2.75 0.83 -3.05
C -3.43 0.07 -2.10
C -4.75 -0.36 -2.44
C -5.30 0.01 -3.69
C -4.60 0.82 -4.54
C -3.34 1.22 -4.22
H -2.36 4.36 -2.71
H -2.17 6.43 -3.89
H -0.53 6.78 -5.71
H 1.07 4.88 -6.18
H 0.97 2.85 -4.83
H -0.32 -0.98 -4.40
H 1.78 -2.08 -5.40
H 3.93 -1.35 -4.81
H 4.11 0.90 -3.42
H 2.12 2.01 -2.62
H -2.92 -0.28 -1.15
H -5.19 -0.98 -1.69
H -6.25 -0.35 -3.95
H -5.14 1.17 -5.44
H -2.73 1.93 -4.91
Cl 5.65 1.20 1.27
C 5.08 0.23 -0.05
Cl 6.15 0.58 -1.53
C 3.57 0.47 -0.23
O 3.17 1.62 -0.39
O 2.86 -0.56 -0.03
H 5.17 -0.80 0.19
O -0.60 -0.49 -1.21
N 0.46 -1.39 -1.34
C -0.10 -2.63 -1.30
C -1.49 -2.78 -0.89
N -2.62 -2.89 -0.62
C 0.77 -3.80 -1.32
N 1.49 -4.69 -1.52
C 0.55 -0.26 1.43
Ge -0.08 -1.28 2.96
C 0.49 -0.63 4.73
C 0.00 0.57 5.08
C 0.52 1.28 6.18
C 1.55 0.70 6.92
C 2.11 -0.53 6.54
C 1.58 -1.13 5.43
C 0.72 -3.03 2.55
C 0.41 -4.05 3.48
C 1.00 -5.33 3.38
C 1.95 -5.55 2.34
C 2.25 -4.52 1.47
C 1.65 -3.25 1.56
C -1.97 -1.03 2.96
C -2.65 -0.67 1.84
C -4.03 -0.37 1.90
C -4.77 -0.58 3.04
C -4.11 -1.11 4.23
C -2.72 -1.33 4.16
H -0.83 0.89 4.48
H 0.25 2.29 6.47
H 1.96 1.32 7.69
H 2.97 -0.97 7.08
H 2.07 -2.08 5.22
H -0.37 -3.96 4.20
H 0.75 -6.09 4.06
H 2.35 -6.54 2.14
H 3.04 -4.74 0.76
H 1.83 -2.49 0.78
H -2.15 -0.50 0.96
H -4.50 0.02 1.04
H -5.83 -0.43 3.08
H -4.69 -1.36 5.13
H -2.18 -1.68 5.04
```

The expectation value of S² is 0.768. The value obtained for the orbital gap (spin up / spin down) is 0.2484 / 0.2929 Eh. Its energy above the lowest of the compared OMol25 structures with the same formula, charge and spin is 0.000 eV. Its charge is -1. Its spin multiplicity is 2. Its highest occupied orbital energy (spin up / spin down) is -4.45 / -6.11 eV.

[6]
Below is a cluster of 2 separate species, C23H30OS2 in total, with properties calculated with wB97M-V/def2-TZVPD.

The geometry in XYZ format:
```
56
Properties=species:S:1:pos:R:3
C -3.74 -1.11 2.87
C -2.54 -0.17 2.75
C -2.76 0.72 1.53
C -2.48 0.70 4.01
C -1.21 -0.95 2.61
C 0.04 -0.26 2.28
O 0.04 0.85 1.65
C 1.29 -0.96 2.63
C 2.63 -0.19 2.78
C 3.81 -1.14 2.92
C 2.56 0.69 4.04
C 2.88 0.69 1.56
C 1.24 -2.32 2.83
C 0.03 -3.00 2.90
C -1.17 -2.31 2.82
H -3.69 -1.72 3.78
H -4.67 -0.54 2.90
H -3.80 -1.78 2.00
H -1.95 1.45 1.45
H -2.76 0.12 0.61
H -3.72 1.25 1.60
H -1.64 1.41 3.95
H -3.41 1.27 4.12
H -2.35 0.08 4.90
H 3.89 -1.82 2.06
H 4.75 -0.58 2.97
H 3.75 -1.74 3.84
H 1.73 1.40 3.98
H 2.42 0.06 4.93
H 3.50 1.25 4.15
H 2.05 1.40 1.45
H 3.82 1.24 1.67
H 2.92 0.07 0.66
H 2.17 -2.87 2.98
H 0.03 -4.08 3.07
H -2.11 -2.86 2.96
C -0.59 -0.50 -3.16
C 0.64 -0.20 -2.55
C 0.74 0.83 -1.63
C -0.41 1.55 -1.25
C -0.33 2.61 -0.27
S -1.71 3.56 0.09
C -0.85 5.17 0.19
C 0.53 4.91 0.77
S 1.18 3.35 0.10
C -1.64 1.30 -1.92
C -1.72 0.27 -2.86
H -0.66 -1.31 -3.90
H 1.54 -0.77 -2.83
H 1.71 1.13 -1.22
H -0.80 5.61 -0.81
H -1.46 5.80 0.84
H 1.25 5.69 0.51
H 0.49 4.80 1.86
H -2.49 1.97 -1.74
H -2.67 0.09 -3.37
```

The value obtained for the orbital gap is 0.1308 Eh. Its energy above the lowest of the compared OMol25 structures with the same formula, charge and spin is 1.443 eV. Its charge is 0. Its highest occupied orbital energy is -5.68 eV.

Number 1: electronic energy -5518.153849 Ha. Number 2: electronic energy -1283.373292 Ha. Number 3: electronic energy -6530.547387 Ha. Number 4: electronic energy -3058.589292 Ha. Number 5: electronic energy -11776.026089 Ha. Number 6: electronic energy -1765.927646 Ha.